Run P
C4H6OS3 | ωB97M-V/def2-TZVPD

## Properties
Molar mass (g/mol): 166.29
Net charge: 0
HOMO level (Ha): -0.33465
Orbital gap (eV): 9.416

Geometry (Å):
S1 2.162 -1.285 -0.202
S2 0.752 1.937 -0.475
S3 -2.929 -0.257 0.106
O1 -0.803 -0.707 -1.408
C1 1.181 -0.496 1.017
C2 -0.143 -0.182 0.888
C3 0.856 0.918 0.957
C4 -1.094 -0.514 -0.270
H1 1.539 -0.963 1.903
H2 1.217 -1.347 -1.189
H3 0.715 1.521 1.952
H4 1.915 1.594 -1.155
H5 -0.630 -0.299 1.982
H6 -2.899 0.472 1.351

Population analysis type Löwdin, resulting atomic charges in e: 0.803, 0.786, 0.720, -0.005, -0.712, -0.398, -0.616, -0.702, 0.092, -0.104, 0.143, -0.098, 0.179, -0.089


Run Q
C4H6OS3 | ωB97M-V/def2-TZVPD

## Properties
Molar mass (g/mol): 166.29
Net charge: 0
HOMO level (Ha): -0.33723
Orbital gap (eV): 9.728

Geometry (Å):
S1 1.082 2.165 -0.311
S2 -0.416 -1.924 -0.855
S3 -2.728 0.352 0.509
O1 1.966 -1.666 1.013
C1 -0.965 0.454 0.583
C2 0.091 -0.532 0.061
C3 1.228 -0.719 1.017
C4 -0.101 0.822 -0.604
H1 -0.761 1.003 1.493
H2 0.812 -2.409 -1.150
H3 1.955 1.711 -1.221
H4 -2.891 -0.102 -0.738
H5 -0.574 0.815 -1.623
H6 1.303 0.030 1.825

Population analysis type Löwdin, resulting atomic charges in e: 0.765, 0.837, 0.772, 0.057, -0.689, -0.790, -0.283, -0.640, 0.085, -0.095, -0.126, -0.135, 0.117, 0.125


Most stable: run Q (next structure +0.0360 hartree)


Run P
C5H14NO2 | ωB97M-V/def2-TZVPD

## Properties
Molar mass (g/mol): 120.17
Net charge: -1
HOMO level (Ha): -0.09311
Orbital gap (eV): 6.344

Geometry (Å):
O1 -0.815 1.800 1.486
O2 1.085 2.611 -1.539
N1 -1.043 -1.761 0.514
C1 0.706 1.411 -1.390
C2 -0.016 -1.562 -0.448
C3 1.838 0.476 -0.699
C4 -2.236 -0.823 0.610
C5 1.152 -0.691 0.097
H1 -0.623 -1.681 1.430
H2 0.360 -2.620 -0.601
H3 -0.273 -1.126 -1.349
H4 -2.666 -0.941 1.617
H5 -2.034 0.243 0.731
H6 1.014 -0.288 1.149
H7 1.754 -1.524 0.222
H8 -3.025 -1.104 -0.059
H9 -0.209 1.768 0.554
H10 2.467 -0.015 -1.410
H11 0.393 1.074 -2.303
H12 -0.247 2.178 2.161
H13 2.532 1.126 -0.158
H14 -0.114 1.449 -0.615

Population analysis type Löwdin, resulting atomic charges in e: -0.177, -0.304, -0.126, -0.570, -0.267, -0.151, -0.111, -0.211, 0.076, 0.112, 0.079, 0.064, 0.033, 0.108, 0.044, 0.050, 0.079, 0.064, 0.059, 0.006, 0.090, 0.053


Run Q
C5H14NO2 | ωB97M-V/def2-TZVPD

## Properties
Molar mass (g/mol): 120.17
Net charge: -1
HOMO level (Ha): -0.09769
Orbital gap (eV): 6.610

Geometry (Å):
O1 0.224 2.900 -0.774
O2 2.048 1.222 -0.367
N1 -2.063 -1.277 1.218
C1 -1.165 -0.450 0.405
C2 -0.334 0.220 1.512
C3 1.934 -0.062 -0.645
C4 0.516 -0.323 -1.379
C5 -0.213 -1.337 -0.463
H1 -0.036 0.566 -1.615
H2 -0.664 -2.098 -1.017
H3 -2.783 -1.795 0.697
H4 0.715 -0.895 -2.314
H5 0.464 -0.217 1.988
H6 -1.141 0.765 1.982
H7 0.392 1.032 1.119
H8 -1.765 0.240 -0.241
H9 0.432 3.029 0.150
H10 0.517 -1.895 0.160
H11 0.748 2.040 -1.024
H12 2.565 -0.247 -1.403
H13 2.107 -0.722 0.163
H14 -2.498 -0.696 1.849

Population analysis type Löwdin, resulting atomic charges in e: -0.176, -0.337, -0.005, -0.423, -0.074, -0.471, -0.154, -0.195, 0.072, 0.060, 0.068, 0.090, 0.050, 0.065, 0.084, 0.141, -0.012, 0.104, 0.008, 0.034, 0.067, 0.005


Run R
C5H14NO2 | ωB97M-V/def2-TZVPD

## Properties
Molar mass (g/mol): 120.17
Net charge: -1
HOMO level (Ha): -0.07658
Orbital gap (eV): 5.752

Geometry (Å):
O1 0.987 -3.366 -0.361
O2 0.437 1.558 1.829
N1 -0.924 -0.044 -0.226
C1 1.294 1.061 -0.780
C2 -0.403 -0.716 0.969
C3 -0.329 2.051 0.814
C4 -0.182 1.134 -0.450
C5 -1.129 -0.792 -1.537
H1 -2.123 -0.569 -1.968
H2 -0.580 -0.349 -2.288
H3 1.609 -3.017 0.308
H4 0.594 -0.918 0.954
H5 0.012 2.981 0.587
H6 -1.384 2.351 0.962
H7 -0.973 -0.352 1.861
H8 -0.663 1.535 -1.308
H9 0.191 -2.920 -0.235
H10 1.506 0.447 -1.692
H11 -1.193 -1.841 -1.441
H12 1.748 0.700 0.110
H13 1.549 2.087 -1.026
H14 -0.723 -1.791 0.926

Population analysis type Löwdin, resulting atomic charges in e: -0.054, -0.359, -0.185, -0.072, -0.117, -0.455, -0.444, -0.061, 0.070, 0.032, 0.054, 0.029, 0.032, 0.082, 0.104, 0.107, -0.064, 0.072, 0.047, 0.047, 0.071, 0.062


Most stable: run Q (next structure +0.0281 hartree)


Run P
C5H14NO2 | ωB97M-V/def2-TZVPD

## Properties
Molar mass (g/mol): 120.17
Net charge: -1
HOMO level (Ha): -0.13162
Orbital gap (eV): 7.615

Geometry (Å):
O1 -1.488 1.662 -1.248
O2 -1.448 0.861 1.161
N1 0.488 -0.388 -2.904
C1 1.320 -0.888 -1.700
C2 0.136 -0.822 2.157
C3 0.699 -0.414 -0.303
C4 1.293 -0.928 1.003
C5 -0.539 0.639 2.148
H1 0.714 0.651 -0.123
H2 0.488 -1.323 3.136
H3 0.620 0.613 -2.985
H4 -0.371 -0.634 -2.863
H5 0.238 1.360 2.115
H6 2.424 -0.706 -1.953
H7 -1.287 1.180 -0.207
H8 -0.855 -1.494 1.919
H9 1.052 -2.092 -1.755
H10 2.235 -0.382 1.178
H11 -0.471 -0.722 -0.294
H12 -1.062 0.599 3.131
H13 -2.401 2.017 -1.095
H14 1.295 -2.051 0.988

Population analysis type Löwdin, resulting atomic charges in e: -0.290, -0.326, -0.009, -0.226, -0.193, -0.270, -0.240, -0.458, 0.082, 0.085, 0.050, -0.057, 0.073, 0.097, 0.021, 0.133, 0.131, 0.096, 0.148, 0.079, -0.012, 0.088


Run Q
C5H14NO2 | ωB97M-V/def2-TZVPD

## Properties
Molar mass (g/mol): 120.17
Net charge: -1
HOMO level (Ha): -0.10345
Orbital gap (eV): 5.746

Geometry (Å):
O1 -4.268 -0.552 0.017
O2 0.850 -1.069 -2.701
N1 0.297 0.607 0.779
C1 1.250 -0.182 -1.367
C2 -1.164 0.330 0.086
C3 0.520 -0.338 -0.070
C4 2.649 0.605 2.539
C5 -1.753 -0.160 -1.268
H1 3.737 0.502 2.564
H2 2.183 -0.159 1.946
H3 1.922 -1.044 -1.451
H4 -1.675 -1.217 -1.374
H5 1.823 0.738 -1.262
H6 -1.593 -0.333 0.834
H7 -1.683 1.279 0.135
H8 -2.829 0.021 -1.288
H9 2.279 0.822 3.534
H10 0.467 -1.343 0.385
H11 2.547 1.495 1.907
H12 -4.878 -0.202 0.676
H13 0.565 -0.104 -2.495
H14 -1.248 0.303 -2.124

Population analysis type Löwdin, resulting atomic charges in e: -0.584, -0.136, -0.012, -0.137, -0.191, -0.363, -0.063, -0.115, 0.008, -0.019, 0.117, 0.068, 0.128, 0.100, 0.122, 0.033, 0.017, 0.143, 0.011, -0.197, 0.010, 0.061


Run R
C5H14NO2 | ωB97M-V/def2-TZVPD

## Properties
Molar mass (g/mol): 120.17
Net charge: -1
HOMO level (Ha): -0.10929
Orbital gap (eV): 7.079

Geometry (Å):
O1 -0.212 -2.509 2.954
O2 1.159 -0.512 1.181
N1 -1.014 0.288 0.086
C1 1.265 0.806 0.789
C2 -0.353 -1.661 -1.351
C3 -0.099 1.412 0.287
C4 0.145 2.313 -0.934
C5 -1.141 -0.356 -1.238
H1 -2.192 -0.624 -1.271
H2 0.214 -2.967 3.677
H3 -0.888 -2.486 -0.891
H4 0.409 -2.086 2.332
H5 -0.512 -0.413 0.669
H6 0.640 -1.494 -0.931
H7 1.585 1.410 1.679
H8 -0.399 3.252 -0.813
H9 -0.323 1.916 -1.834
H10 -0.125 -1.932 -2.387
H11 -0.927 0.271 -2.101
H12 -0.545 1.973 1.100
H13 1.191 2.494 -1.085
H14 2.120 0.904 0.083

Population analysis type Löwdin, resulting atomic charges in e: -0.096, -0.372, -0.062, -0.409, -0.108, -0.379, -0.073, -0.291, 0.080, 0.001, 0.063, 0.000, 0.057, 0.058, 0.080, 0.057, 0.040, 0.050, 0.072, 0.106, 0.049, 0.076


Run S
C5H14NO2 | ωB97M-V/def2-TZVPD

## Properties
Molar mass (g/mol): 120.17
Net charge: -1
HOMO level (Ha): -0.13401
Orbital gap (eV): 7.698

Geometry (Å):
O1 0.956 1.238 1.506
O2 -1.109 0.447 2.503
N1 -0.012 -1.374 -0.949
C1 0.946 1.345 0.112
C2 1.877 0.274 -0.546
C3 -2.226 -0.529 -0.262
C4 1.220 -0.775 -1.459
C5 -1.244 -0.703 -1.396
H1 1.085 -0.390 -2.456
H2 2.726 0.698 -1.059
H3 2.280 -0.260 0.325
H4 -0.168 0.808 2.002
H5 -0.039 1.286 -0.381
H6 1.302 2.370 -0.150
H7 0.021 -1.265 0.058
H8 -1.726 -1.340 -2.134
H9 -1.860 0.138 0.525
H10 -2.566 -1.494 0.135
H11 -3.119 -0.027 -0.667
H12 1.913 -1.620 -1.543
H13 -0.979 0.255 -1.845
H14 -0.808 0.036 3.296

Population analysis type Löwdin, resulting atomic charges in e: -0.292, -0.242, -0.075, -0.379, -0.179, -0.113, -0.266, -0.324, 0.092, 0.079, 0.097, -0.046, 0.075, 0.086, 0.093, 0.088, 0.037, 0.075, 0.066, 0.088, 0.090, -0.050


Most stable: run S (next structure +0.0218 hartree)


Run P
C5H14NO2 | ωB97M-V/def2-TZVPD

## Properties
Molar mass (g/mol): 120.17
Net charge: -1
HOMO level (Ha): -0.08980
Orbital gap (eV): 5.959

Geometry (Å):
O1 -0.054 -2.624 1.847
O2 2.477 1.133 1.608
N1 -0.377 0.021 -0.572
C1 -1.708 -0.319 -2.609
C2 1.241 0.729 1.298
C3 -0.643 0.537 -1.929
C4 -1.402 0.480 0.355
C5 1.068 0.443 -0.195
H1 0.446 1.456 1.604
H2 1.560 -0.487 -0.481
H3 -2.275 -0.830 -1.828
H4 -1.407 1.528 0.681
H5 -0.261 -1.712 2.128
H6 0.905 -0.183 1.869
H7 -2.260 0.281 -3.331
H8 1.369 1.307 -0.793
H9 0.059 -2.299 0.924
H10 -1.253 -1.111 -3.198
H11 -0.803 1.627 -1.824
H12 0.300 0.549 -2.469
H13 -1.175 -0.121 1.229
H14 -2.400 0.305 -0.020

Population analysis type Löwdin, resulting atomic charges in e: -0.103, -0.353, -0.229, -0.097, -0.564, -0.298, -0.145, -0.160, 0.074, 0.103, 0.060, 0.076, -0.002, 0.069, 0.059, 0.097, 0.031, 0.058, 0.111, 0.093, 0.053, 0.065


Run Q
C5H14NO2 | ωB97M-V/def2-TZVPD

## Properties
Molar mass (g/mol): 120.17
Net charge: -1
HOMO level (Ha): -0.11573
Orbital gap (eV): 7.045

Geometry (Å):
O1 -2.730 0.394 -2.033
O2 -2.390 0.093 0.480
N1 0.061 -0.753 -1.042
C1 -1.383 -0.689 0.968
C2 1.834 0.631 1.819
C3 0.651 0.868 0.877
C4 1.252 -0.373 -1.830
C5 0.057 -0.507 0.407
H1 -1.703 -1.752 0.991
H2 -2.478 0.239 -1.059
H3 1.662 -1.335 -2.161
H4 -1.227 -0.499 2.074
H5 -0.129 1.466 1.342
H6 2.709 0.209 1.334
H7 0.957 0.042 -2.805
H8 2.032 1.589 2.304
H9 0.724 -1.306 0.757
H10 1.932 0.334 -1.369
H11 1.595 -0.012 2.678
H12 -3.658 0.481 -2.147
H13 -0.763 -0.454 -1.541
H14 0.995 1.335 -0.045

Population analysis type Löwdin, resulting atomic charges in e: -0.156, -0.314, -0.083, -0.433, -0.134, -0.216, -0.137, -0.348, 0.084, -0.037, 0.057, 0.088, 0.101, 0.059, 0.070, 0.053, 0.118, 0.051, 0.066, -0.024, 0.060, 0.078


Most stable: run Q (next structure +0.0428 hartree)